Computed, not measured: a structure of composition C29H25BF6N9O11S4Y, with ωB97M-V/def2-TZVPD.

Each line ends with the Mulliken charge.
Element x y z (Å)
Y  -0.118  0.242  -0.097  -0.0582
O  3.035  -1.924  4.471  -0.7063
C  2.813  -0.625  4.758  0.4915
C  3.252  -0.132  5.985  -0.7844
C  2.990  1.180  6.341  -0.2789
C  2.289  2.020  5.486  -1.3571
C  1.885  1.543  4.249  -0.2995
C  2.156  0.236  3.861  -0.1656
C  1.694  -0.221  2.515  0.9107
O  1.516  0.632  1.604  0.5253
N  1.497  -1.522  2.395  -1.4197
N  0.929  -1.804  1.156  1.1921
C  1.167  -2.984  0.728  -1.0216
C  0.551  -3.595  -0.441  1.1894
C  0.905  -4.909  -0.752  -0.8298
C  0.284  -5.621  -1.761  -0.8296
C  -0.760  -5.008  -2.456  -0.4884
C  -1.133  -3.712  -2.175  -0.7117
C  -0.460  -2.938  -1.197  -0.0274
O  -0.806  -1.711  -0.990  0.1013
H  2.512  -2.109  3.644  0.5527
H  3.778  -0.804  6.651  0.4091
H  3.325  1.545  7.305  0.3546
H  2.057  3.036  5.778  0.4079
H  1.342  2.170  3.555  0.4725
H  1.833  -3.623  1.314  0.0918
H  1.689  -5.376  -0.162  0.3921
H  0.581  -6.638  -1.984  0.3777
H  -1.291  -5.556  -3.227  0.4009
H  -1.941  -3.226  -2.708  0.4915
O  -4.014  0.736  4.857  -0.5884
C  -4.080  -0.499  4.396  0.3218
O  -4.818  -1.329  4.888  -0.6834
C  -3.200  -0.839  3.252  0.3666
C  -3.143  -2.088  2.661  -0.4809
N  -2.242  -2.016  1.672  -0.3575
N  -1.713  -0.800  1.575  1.3726
C  -2.278  -0.065  2.510  -0.8978
C  -1.841  1.375  2.542  0.8168
O  -2.386  2.137  3.369  -1.0178
O  -0.962  1.664  1.701  0.2373
H  -3.329  1.303  4.350  0.4254
H  -3.682  -2.990  2.893  0.5225
H  -1.948  -2.709  1.000  -0.0854
F  3.769  0.446  -3.245  -0.2102
C  4.366  -0.046  -2.167  0.4724
F  4.517  -1.368  -2.334  -0.2231
F  5.584  0.498  -2.071  -0.2206
S  3.378  0.267  -0.635  1.4201
O  2.090  -0.292  -0.980  -0.0951
O  4.131  -0.332  0.411  -0.8014
N  3.405  1.814  -0.618  -0.6318
S  2.296  2.897  -0.629  1.1846
O  0.943  2.422  -0.404  -0.7160
O  2.481  3.840  -1.687  -0.6286
C  2.706  3.877  0.894  0.4530
F  3.035  3.124  1.926  -0.1830
F  3.733  4.700  0.635  -0.2352
F  1.650  4.630  1.218  -0.2347
C  -2.200  3.854  -0.083  -1.0355
N  -2.426  3.478  -1.465  0.3151
C  -2.331  4.325  -2.546  -0.5914
C  -2.610  3.584  -3.641  -0.4330
N  -2.870  2.296  -3.240  -0.1599
B  -3.221  1.159  -4.221  0.6194
N  -2.111  0.038  -4.272  0.4866
C  -2.378  -1.106  -4.986  -0.7104
C  -1.264  -1.871  -5.016  -0.6908
N  -0.311  -1.194  -4.292  0.4537
C  1.046  -1.637  -4.055  -0.6574
C  -0.843  -0.026  -3.836  -0.3052
S  0.063  1.123  -2.949  -0.2558
C  -2.729  2.234  -1.902  -0.1035
S  -2.874  0.840  -0.927  -0.4944
H  -2.366  4.927  0.004  0.3823
H  -1.190  3.603  0.230  0.2009
H  -2.896  3.315  0.554  0.3724
H  -2.059  5.358  -2.431  0.4180
H  -2.629  3.849  -4.682  0.4554
H  -4.255  0.610  -3.928  -0.1705
H  -3.290  1.665  -5.324  -0.2529
H  -3.352  -1.274  -5.409  0.4780
H  -1.072  -2.838  -5.444  0.4534
H  1.069  -2.725  -4.099  0.3143
H  1.356  -1.303  -3.070  -0.0682
H  1.724  -1.211  -4.798  0.2944

Calculated values
ΔE to the lowest compared entry with this formula, charge and spin = 0.0 kJ/mol
Gap between HOMO and LUMO = 7.18 eV
HOMO energy = -3.0 eV
Net charge = -2
Total energy = -127790.769 eV

---

Computed, not measured: a structure of composition C24H35NOP2SiTi in a non-equilibrium geometry, with ωB97M-V/def2-TZVPD.

Each line ends with the Mulliken charge.
Element x y z (Å)
C  3.516  -3.144  0.229  -0.4269
C  2.335  -2.646  -0.317  0.0049
C  1.082  -2.882  0.333  0.3622
C  1.066  -3.709  1.502  0.5826
C  2.285  -4.258  1.983  -0.7600
C  3.493  -3.956  1.378  -0.9279
C  -0.164  -3.908  2.119  -1.0180
C  -1.363  -3.515  1.521  0.8110
C  -1.278  -2.700  0.340  0.2594
C  -2.472  -2.396  -0.389  0.0732
C  -3.704  -2.732  0.162  -0.4747
C  -3.789  -3.490  1.347  -0.9850
C  -2.639  -3.911  1.988  -0.7972
H  4.474  -2.887  -0.238  0.4639
H  2.232  -4.933  2.841  0.4559
H  4.434  -4.331  1.785  0.4166
H  -0.197  -4.496  3.031  0.4980
H  -4.617  -2.409  -0.340  0.4874
H  -4.774  -3.747  1.744  0.4085
H  -2.681  -4.575  2.857  0.4702
N  -0.064  -2.211  -0.051  0.0528
Ti  -0.122  0.710  -0.028  -1.0594
C  2.350  -1.722  -1.504  -0.8879
H  1.555  -1.956  -2.228  0.3728
H  3.327  -1.670  -2.004  0.7147
C  -2.361  -1.648  -1.709  -1.1398
H  -1.547  -2.062  -2.323  0.4366
H  -3.305  -1.692  -2.270  0.6541
P  2.031  -0.040  -0.861  1.6612
P  -1.969  0.110  -1.377  1.4361
C  -3.529  0.744  -0.688  -1.4281
H  -3.445  1.820  -0.487  0.3786
H  -4.342  0.569  -1.409  0.4405
H  -3.764  0.239  0.258  0.3792
C  -1.843  0.827  -3.038  -1.2169
H  -2.809  0.709  -3.547  0.4661
H  -1.580  1.889  -2.988  0.3669
H  -1.059  0.302  -3.601  0.3810
C  3.447  0.397  0.171  -1.3081
H  4.351  0.197  -0.423  0.4450
H  3.387  1.464  0.440  0.2784
H  3.447  -0.212  1.087  0.3742
C  2.261  0.917  -2.386  -1.2987
H  2.353  1.991  -2.171  0.4349
H  3.206  0.544  -2.820  0.5098
H  1.435  0.742  -3.093  0.3195
C  -0.966  0.616  1.785  0.4598
O  -1.563  0.471  2.792  -0.2699
H  0.989  -0.576  0.574  0.1886
C  -1.382  4.513  1.551  -1.0402
Si  0.171  4.117  0.572  0.0506
C  0.646  5.713  -0.319  -1.1138
C  1.551  3.664  1.752  -0.8718
C  -0.149  2.718  -0.664  -0.6125
H  -1.227  5.402  2.180  0.3532
H  -1.665  3.680  2.209  0.3345
H  -2.231  4.724  0.887  0.3433
H  0.701  6.561  0.382  0.3352
H  1.627  5.638  -0.810  0.3365
H  -0.087  5.987  -1.091  0.3458
H  1.257  2.839  2.413  0.3190
H  2.464  3.371  1.218  0.2019
H  1.797  4.531  2.388  0.3799
H  -1.138  2.905  -1.124  0.2511
H  0.555  2.791  -1.517  0.3413

Calculated values
ΔE to the lowest compared entry with this formula, charge and spin = 0.0 kJ/mol
Gap between HOMO and LUMO (alpha / beta) = 5.60 / 5.60 eV
HOMO energy (alpha / beta) = -13.7 / -13.7 eV
Net charge = +2
Total energy = -78548.740 eV

---

Computed, not measured: a cluster of 13 separate species, C18H8Br2Cl48FN2O9P3S in total in a non-equilibrium geometry, with ωB97M-V/def2-TZVPD.

Each line ends with the Mulliken charge.
Element x y z (Å)
N  2.118  2.709  2.762  -0.2060
C  2.107  1.662  1.757  0.7281
P  2.769  0.116  2.774  -0.2149
O  1.564  -0.165  3.891  -0.4078
Br  4.453  0.952  4.025  -0.0932
C  3.063  1.762  0.494  0.6458
O  3.936  0.585  0.594  -0.2309
N  4.576  0.344  -0.677  -0.0058
O  4.561  -0.774  -0.941  -0.1679
P  4.362  3.130  0.225  -0.0912
O  5.584  2.473  1.120  -0.3967
Br  3.851  5.014  1.322  -0.2188
O  2.262  1.397  -0.607  -0.1105
C  1.220  0.612  -0.119  -1.2036
O  0.832  -0.342  -0.563  -0.3121
C  0.734  1.429  1.106  1.3341
C  -0.339  0.589  1.837  -0.2768
C  -0.714  1.067  3.208  0.4208
O  -0.657  2.115  3.628  -0.3776
F  -1.197  0.094  3.973  -0.3408
P  -0.143  2.841  0.254  0.5153
O  -1.382  3.409  1.110  -0.3775
O  -0.803  2.156  -1.073  -0.3935
S  0.965  4.294  -0.305  -0.3761
H  1.835  2.350  3.660  0.3792
H  1.514  3.486  2.515  0.3532
H  1.871  -0.001  4.794  0.3467
H  6.266  3.158  1.083  0.3135
H  -1.250  0.647  1.244  -0.1605
H  -0.092  -0.465  1.894  0.6774
H  -2.190  2.887  0.984  0.2949
H  -1.554  1.592  -0.821  0.1517
C  4.489  -1.420  -3.773  0.3210
Cl  4.281  -1.367  -5.527  -0.0861
Cl  3.056  -0.745  -2.998  0.0434
Cl  4.704  -3.099  -3.221  -0.1641
Cl  5.910  -0.474  -3.323  -0.0972
C  -4.830  5.549  1.756  0.1775
Cl  -3.962  4.801  3.101  -0.0866
Cl  -3.821  6.801  1.028  -0.0771
Cl  -5.211  4.309  0.545  0.0651
Cl  -6.334  6.266  2.345  -0.1153
C  -1.297  -2.857  -2.565  0.0408
Cl  -1.539  -1.221  -1.946  0.2299
Cl  0.435  -3.135  -2.745  -0.0393
Cl  -1.975  -4.034  -1.437  -0.0833
Cl  -2.090  -3.008  -4.135  -0.0846
C  -0.723  -0.166  -7.008  0.1481
Cl  -1.732  0.079  -5.580  0.0495
Cl  0.880  -0.713  -6.501  0.0132
Cl  -1.465  -1.390  -8.048  -0.1059
Cl  -0.578  1.355  -7.897  -0.1000
C  7.154  -0.746  6.836  0.3465
Cl  8.743  -0.997  7.565  -0.0901
Cl  6.946  -1.864  5.477  -0.0944
Cl  5.898  -1.034  8.046  -0.0850
Cl  7.028  0.915  6.248  -0.0919
C  5.151  -5.606  -7.116  0.2671
Cl  3.635  -6.291  -7.719  -0.1047
Cl  6.301  -6.911  -6.799  -0.1067
Cl  5.825  -4.510  -8.330  -0.1070
Cl  4.845  -4.709  -5.623  0.0595
C  -5.246  0.371  -0.505  0.2051
Cl  -5.992  -0.490  0.836  0.0127
Cl  -3.557  0.760  -0.092  -0.2890
Cl  -5.271  -0.636  -1.950  -0.0851
Cl  -6.099  1.880  -0.814  -0.0155
C  -6.714  6.935  -2.781  0.2317
Cl  -6.856  6.891  -4.540  -0.0668
Cl  -8.095  7.801  -2.098  -0.1047
Cl  -6.691  5.281  -2.144  0.0166
Cl  -5.219  7.757  -2.332  -0.0838
C  -6.758  -2.348  4.440  0.3573
Cl  -6.928  -0.685  5.012  -0.0888
Cl  -5.046  -2.722  4.215  -0.0685
Cl  -7.456  -3.456  5.625  -0.1047
Cl  -7.605  -2.527  2.896  -0.1076
C  5.389  -5.469  8.342  0.2736
Cl  6.599  -5.883  9.563  -0.1007
Cl  3.866  -5.054  9.139  -0.1107
Cl  5.954  -4.085  7.399  0.0203
Cl  5.135  -6.853  7.271  -0.1035
C  -0.822  -7.676  0.097  0.3062
Cl  0.147  -8.353  1.411  -0.0974
Cl  0.037  -6.322  -0.639  -0.0143
Cl  -1.116  -8.922  -1.121  -0.0956
Cl  -2.370  -7.105  0.741  -0.1037
C  -5.827  3.202  -6.755  0.2477
Cl  -7.079  2.267  -7.581  -0.0997
Cl  -4.265  2.397  -6.949  -0.0363
Cl  -5.745  4.824  -7.455  -0.1110
Cl  -6.217  3.319  -5.035  -0.0245

Calculated values
Gap between HOMO and LUMO = 7.92 eV
HOMO energy = -8.6 eV
Total energy = -822779.032 eV